Entry 1:
Molecular formula: C17H38BCrF16N4O13S4
Method: DFT, ωB97M-V/def2-TZVPD

Cartesian coordinates (Å):
Cr (-3.004, -7.565, 18.990)
B (-3.651, -7.264, 16.528)
F (-2.357, -7.573, 16.980)
F (-3.756, -6.128, 15.728)
F (-4.117, -8.302, 15.844)
F (-4.352, -7.081, 17.652)
C (-0.222, -4.592, 20.846)
F (-0.085, -3.344, 21.185)
F (0.305, -4.745, 19.642)
F (0.404, -5.434, 21.675)
S (-2.077, -5.104, 20.839)
O (-2.212, -6.334, 21.613)
O (-2.876, -4.014, 21.426)
N (-2.549, -5.659, 19.136)
S (-2.456, -4.193, 18.335)
O (-1.739, -3.121, 18.984)
O (-2.077, -4.354, 16.947)
C (-4.336, -3.610, 18.239)
F (-5.073, -4.512, 17.626)
F (-4.822, -3.382, 19.440)
F (-4.328, -2.452, 17.519)
C (-0.190, -8.844, 22.201)
F (0.448, -9.838, 22.837)
F (-0.915, -8.144, 23.090)
F (0.715, -8.001, 21.656)
S (-1.389, -9.524, 20.817)
O (-1.115, -10.962, 20.599)
O (-2.702, -9.204, 21.353)
N (-1.280, -8.436, 19.420)
S (-0.006, -9.089, 18.668)
O (0.977, -9.807, 19.474)
O (-0.459, -9.784, 17.442)
C (0.954, -7.550, 17.976)
F (1.761, -7.100, 18.925)
F (1.713, -7.906, 16.936)
F (0.087, -6.604, 17.562)
C (-6.579, -6.402, 20.086)
C (-5.884, -7.706, 20.242)
O (-4.529, -7.393, 20.397)
H (-7.663, -6.511, 20.119)
H (-6.464, -5.947, 19.102)
H (-6.292, -5.688, 20.857)
H (-6.087, -8.375, 19.406)
H (-6.226, -8.247, 21.125)
H (-4.501, -7.158, 21.328)
C (-4.754, -11.178, 17.249)
C (-3.476, -10.472, 17.782)
O (-3.860, -9.474, 18.772)
H (-5.224, -11.966, 17.837)
H (-4.549, -11.697, 16.313)
H (-5.573, -10.472, 17.113)
H (-2.831, -10.041, 17.016)
H (-2.822, -11.227, 18.219)
H (-4.419, -9.985, 19.363)
C (-8.633, -5.864, 9.993)
C (-8.758, -6.711, 11.250)
C (-7.620, -6.555, 12.255)
O (-6.394, -7.017, 11.732)
C (-5.344, -6.892, 12.660)
N (-10.019, -6.309, 11.835)
H (-7.624, -5.946, 9.588)
H (-8.758, -4.788, 10.119)
H (-9.315, -6.143, 9.190)
H (-8.837, -7.788, 11.104)
H (-7.919, -7.197, 13.084)
H (-7.513, -5.544, 12.649)
H (-4.451, -7.393, 12.287)
H (-5.502, -7.444, 13.587)
H (-5.028, -5.882, 12.918)
H (-10.840, -6.374, 11.249)
H (-10.026, -5.299, 11.831)
C (-7.307, -7.260, 16.255)
C (-8.753, -6.950, 16.705)
C (-9.374, -5.733, 15.967)
O (-10.530, -5.337, 16.655)
C (-11.235, -4.307, 15.945)
N (-9.563, -8.152, 16.494)
H (-6.742, -6.334, 16.360)
H (-7.299, -7.555, 15.206)
H (-6.923, -8.071, 16.874)
H (-8.688, -6.730, 17.771)
H (-9.603, -5.948, 14.923)
H (-8.694, -4.892, 16.099)
H (-12.083, -4.083, 16.592)
H (-11.630, -4.708, 15.011)
H (-10.605, -3.436, 15.766)
H (-9.590, -8.405, 15.517)
H (-10.504, -7.872, 16.729)
C (-1.424, -9.256, 14.170)
O (-2.622, -8.779, 13.632)
H (-1.555, -10.135, 14.801)
H (-0.944, -9.602, 13.254)
H (-0.837, -8.452, 14.614)
H (-3.198, -8.486, 14.343)

Highest occupied orbital energy (alpha / beta): -11.70 / -11.70 eV
Multiplicity: 5
Gap between HOMO and LUMO (alpha / beta): 6.537 / 2.704 eV
Total charge: +1



Entry 2:
Molecular formula: C5H12NO
Method: DFT, ωB97M-V/def2-TZVPD

Cartesian coordinates (Å):
C (-2.591, -0.507, -0.898)
C (-1.367, 0.392, -0.499)
N (-0.220, -0.422, -0.299)
C (0.922, -0.278, 0.671)
C (0.985, 1.130, 1.209)
C (2.250, -0.672, -0.056)
O (3.317, -0.252, 0.647)
H (-2.705, -1.264, -0.118)
H (-2.325, -0.931, -1.858)
H (-3.542, 0.032, -0.882)
H (-1.628, 1.030, 0.337)
H (-1.246, 1.020, -1.400)
H (0.149, -0.931, -1.085)
H (0.746, -0.992, 1.471)
H (1.490, 1.307, 2.157)
H (1.431, 1.831, 0.499)
H (-0.040, 1.491, 1.406)
H (2.143, -1.785, -0.239)
H (2.229, -0.198, -1.064)

SMILES string: CCN[C@H](C)C[O-]
Highest occupied orbital energy: -2.25 eV
Energy above the lowest of the compared OMol25 structures with the same formula, charge and spin: 1.1098 eV
Gap between HOMO and LUMO: 6.012 eV
Total charge: -1



Entry 3:
Molecular formula: C38H52ClNP2PdSi
Method: DFT, ωB97M-V/def2-TZVPD

Cartesian coordinates (Å):
Pd (-0.534, -0.371, -0.008)
Cl (-3.956, 0.372, -0.004)
C (-4.423, -1.135, -0.710)
C (-5.595, -1.186, -1.448)
C (-6.006, -2.388, -1.999)
C (-5.253, -3.535, -1.808)
C (-4.081, -3.477, -1.070)
C (-3.639, -2.279, -0.510)
P (-2.029, -2.163, 0.349)
C (-2.465, -2.110, 2.119)
C (-1.413, -1.975, 3.026)
C (-1.666, -1.909, 4.386)
C (-2.973, -1.962, 4.853)
C (-4.024, -2.088, 3.957)
C (-3.771, -2.166, 2.593)
C (-1.308, -3.824, 0.171)
C (-1.742, -4.904, 0.939)
C (-1.177, -6.157, 0.764)
C (-0.173, -6.341, -0.179)
C (0.274, -5.268, -0.935)
C (-0.287, -4.011, -0.756)
H (-6.175, -0.283, -1.580)
H (-6.920, -2.426, -2.578)
H (-5.572, -4.475, -2.238)
H (-3.490, -4.373, -0.939)
H (-0.392, -1.925, 2.660)
H (-0.843, -1.807, 5.082)
H (-3.171, -1.902, 5.915)
H (-5.043, -2.127, 4.317)
H (-4.594, -2.267, 1.895)
H (-2.518, -4.761, 1.682)
H (-1.516, -6.990, 1.366)
H (0.268, -7.320, -0.315)
H (1.067, -5.404, -1.659)
H (0.080, -3.162, -1.318)
C (-1.186, -1.318, -3.149)
Si (-0.286, 0.054, -2.196)
C (-1.313, 1.572, -2.616)
C (1.403, 0.116, -3.018)
C (1.700, 1.032, -4.025)
C (2.953, 1.057, -4.631)
C (3.930, 0.155, -4.243)
C (3.649, -0.777, -3.250)
C (2.400, -0.793, -2.649)
H (-1.068, -1.126, -4.221)
H (-2.255, -1.328, -2.921)
H (-0.789, -2.315, -2.957)
H (-1.322, 1.768, -3.693)
H (-0.989, 2.474, -2.102)
H (-2.342, 1.363, -2.317)
H (0.953, 1.752, -4.339)
H (3.163, 1.786, -5.404)
H (4.907, 0.174, -4.710)
H (4.408, -1.484, -2.939)
H (2.200, -1.504, -1.854)
C (3.606, 0.262, 1.062)
C (2.835, 1.379, 1.783)
C (3.823, 2.393, 2.370)
C (2.114, 0.700, 2.958)
P (1.508, 2.045, 0.586)
N (0.962, 0.883, -0.273)
C (0.180, 2.903, 1.659)
C (-0.739, 3.689, 0.714)
C (-0.722, 1.873, 2.350)
C (0.698, 3.849, 2.754)
C (2.371, 3.300, -0.555)
C (3.660, 2.639, -1.075)
C (2.718, 4.670, 0.036)
C (1.515, 3.494, -1.815)
H (4.114, -0.350, 1.813)
H (4.365, 0.639, 0.379)
H (2.918, -0.366, 0.499)
H (4.452, 1.877, 3.102)
H (3.327, 3.213, 2.888)
H (4.488, 2.816, 1.623)
H (2.844, 0.118, 3.526)
H (1.341, 0.015, 2.602)
H (1.672, 1.417, 3.648)
H (-1.076, 3.064, -0.115)
H (-0.261, 4.577, 0.315)
H (-1.621, 4.019, 1.272)
H (-1.113, 1.101, 1.680)
H (-1.593, 2.403, 2.749)
H (-0.240, 1.372, 3.186)
H (1.360, 4.620, 2.377)
H (1.218, 3.310, 3.544)
H (-0.159, 4.349, 3.215)
H (4.447, 2.593, -0.328)
H (4.040, 3.237, -1.907)
H (3.463, 1.632, -1.450)
H (3.323, 4.605, 0.938)
H (1.835, 5.265, 0.252)
H (3.300, 5.222, -0.709)
H (1.241, 2.523, -2.219)
H (2.115, 4.015, -2.567)
H (0.615, 4.076, -1.653)

Highest occupied orbital energy: -7.14 eV
Energy above the lowest of the compared OMol25 structures with the same formula, charge and spin: 0.0000 eV
Gap between HOMO and LUMO: 7.700 eV



Entry 4:
Molecular formula: C27H49BInN7O2SSi
Method: DFT, ωB97M-V/def2-TZVPD

Cartesian coordinates (Å):
In (0.684, -0.136, -0.723)
C (-2.100, 0.330, 3.941)
C (-1.320, -0.514, 2.984)
C (-0.735, -1.748, 3.192)
C (-0.141, -2.109, 1.973)
N (-0.337, -1.135, 1.082)
N (-1.073, -0.158, 1.710)
B (-1.829, 0.878, 0.834)
N (-2.322, 0.148, -0.448)
N (-1.463, -0.450, -1.337)
C (-2.198, -1.024, -2.286)
C (-3.558, -0.803, -2.006)
C (-3.593, -0.063, -0.842)
C (-4.781, 0.445, -0.091)
C (-1.629, -1.778, -3.466)
C (-2.075, -1.070, -4.755)
C (-0.104, -1.833, -3.426)
C (-2.188, -3.208, -3.444)
N (-0.914, 2.068, 0.428)
N (-0.167, 1.982, -0.728)
C (0.220, 3.226, -1.041)
C (-0.284, 4.113, -0.079)
C (-0.996, 3.348, 0.825)
C (-1.720, 3.782, 2.057)
C (0.907, 3.581, -2.344)
C (-0.125, 3.398, -3.470)
C (1.350, 5.043, -2.294)
C (2.123, 2.700, -2.628)
C (0.396, -3.474, 1.598)
C (-0.768, -4.231, 0.932)
C (0.843, -4.222, 2.853)
C (1.559, -3.394, 0.618)
H (-2.165, -0.180, 4.900)
H (-3.112, 0.521, 3.579)
H (-1.616, 1.296, 4.101)
H (-0.764, -2.313, 4.112)
H (-2.774, 1.296, 1.438)
H (-4.414, -1.134, -2.577)
H (-5.689, 0.145, -0.611)
H (-4.770, 1.533, -0.014)
H (-4.814, 0.040, 0.922)
H (-1.742, -0.027, -4.756)
H (-3.164, -1.080, -4.858)
H (-1.642, -1.568, -5.628)
H (0.353, -0.840, -3.463)
H (0.264, -2.385, -4.292)
H (0.264, -2.353, -2.535)
H (-3.276, -3.212, -3.557)
H (-1.943, -3.704, -2.500)
H (-1.756, -3.793, -4.261)
H (-0.157, 5.184, -0.042)
H (-1.728, 4.868, 2.110)
H (-1.224, 3.401, 2.951)
H (-2.751, 3.424, 2.069)
H (-0.981, 4.065, -3.330)
H (-0.494, 2.369, -3.491)
H (0.336, 3.623, -4.437)
H (0.499, 5.718, -2.159)
H (1.841, 5.306, -3.235)
H (2.063, 5.213, -1.480)
H (1.858, 1.659, -2.776)
H (2.846, 2.727, -1.811)
H (2.618, 3.048, -3.539)
H (-1.607, -4.351, 1.624)
H (-0.436, -5.224, 0.613)
H (-1.126, -3.684, 0.056)
H (0.006, -4.408, 3.531)
H (1.610, -3.659, 3.394)
H (1.267, -5.191, 2.573)
H (1.268, -2.892, -0.306)
H (1.888, -4.401, 0.350)
H (2.403, -2.852, 1.043)
C (2.096, 0.181, 3.738)
Si (3.379, 0.055, 2.386)
C (4.360, 1.624, 2.237)
C (4.532, -1.344, 2.836)
O (2.575, -0.218, 0.952)
H (2.555, 0.587, 4.653)
H (1.689, -0.809, 3.975)
H (1.256, 0.832, 3.459)
H (4.848, 1.916, 3.174)
H (3.724, 2.451, 1.902)
H (5.128, 1.457, 1.473)
H (5.035, -1.123, 3.786)
H (5.302, -1.468, 2.066)
H (4.003, -2.296, 2.957)
O (4.757, -0.469, -0.695)
S (3.394, -0.997, -0.604)
N (2.463, -0.256, -1.624)

Highest occupied orbital energy: -7.56 eV
Energy above the lowest of the compared OMol25 structures with the same formula, charge and spin: 0.3466 eV
Gap between HOMO and LUMO: 7.862 eV



Entry 5:
Molecular formula: C22H21O3PSe2Sr
Method: DFT, ωB97M-V/def2-TZVPD

Cartesian coordinates (Å):
Sr (-0.155, -1.042, -1.564)
C (1.885, 3.917, -0.225)
C (2.209, 2.872, -1.253)
C (3.445, 2.236, -1.265)
C (3.720, 1.211, -2.159)
C (2.745, 0.792, -3.056)
C (1.506, 1.426, -3.058)
C (1.247, 2.468, -2.175)
H (2.790, 4.338, 0.213)
H (1.293, 3.475, 0.580)
H (1.296, 4.728, -0.656)
H (4.206, 2.551, -0.560)
H (4.694, 0.739, -2.156)
H (2.940, 0.017, -3.781)
H (0.779, 1.144, -3.812)
H (0.285, 2.965, -2.190)
Se (-1.574, 1.458, -0.032)
P (-0.434, 0.256, 1.375)
Se (1.640, 0.049, 0.898)
C (-1.141, -1.482, 1.232)
C (-2.343, -1.731, 0.560)
C (-2.781, -3.035, 0.358)
C (-2.051, -4.102, 0.854)
C (-0.887, -3.861, 1.562)
C (-0.433, -2.563, 1.743)
C (-0.750, 0.744, 3.086)
C (-2.060, 1.006, 3.484)
C (-2.322, 1.356, 4.796)
C (-1.280, 1.456, 5.711)
C (0.023, 1.204, 5.312)
C (0.292, 0.845, 3.998)
H (-2.923, -0.899, 0.175)
H (-3.704, -3.207, -0.181)
H (-2.390, -5.117, 0.695)
H (-0.313, -4.686, 1.963)
H (0.511, -2.382, 2.245)
H (-2.863, 0.954, 2.759)
H (-3.339, 1.561, 5.107)
H (-1.487, 1.737, 6.735)
H (0.836, 1.290, 6.022)
H (1.306, 0.648, 3.674)
C (-2.244, -1.514, -4.774)
O (-0.892, -1.573, -5.173)
C (0.035, -1.451, -4.136)
O (1.191, -1.414, -4.512)
H (-2.612, -0.484, -4.752)
H (-2.387, -1.964, -3.784)
H (-2.834, -2.077, -5.495)
O (2.173, -2.506, -1.919)
C (3.148, -2.352, -2.467)

Highest occupied orbital energy: -7.68 eV
Energy above the lowest of the compared OMol25 structures with the same formula, charge and spin: 0.8484 eV
Gap between HOMO and LUMO: 7.511 eV



Entry 6:
Molecular formula: C5H9OPS
Method: DFT, ωB97M-V/def2-TZVPD

Cartesian coordinates (Å):
C (-2.510, 0.483, -1.224)
C (-2.362, 1.064, -0.004)
O (-2.171, 0.184, 1.016)
P (-2.266, -1.343, 0.569)
C (-2.589, -0.906, -1.030)
H (-2.563, 1.059, -2.152)
H (-1.993, 2.102, 0.121)
H (-2.458, -1.684, -1.919)
C (2.129, 0.766, 0.442)
C (1.506, -0.618, 0.564)
S (2.769, -1.720, -0.076)
H (2.475, 1.139, -0.630)
H (1.460, 1.639, 0.886)
H (3.065, 0.810, 1.106)
H (0.542, -0.634, -0.031)
H (1.407, -0.959, 1.528)
H (3.557, -1.384, 0.833)

SMILES string: c1copc1.CCS
Highest occupied orbital energy: -8.75 eV
Energy above the lowest of the compared OMol25 structures with the same formula, charge and spin: 1.9300 eV
Gap between HOMO and LUMO: 9.240 eV



Entry 7:
Molecular formula: C6H12O
Method: DFT, ωB97M-V/def2-TZVPD

Cartesian coordinates (Å):
C (-0.133, 1.022, -1.834)
C (0.455, 0.036, -0.854)
O (-0.236, -1.204, -0.991)
C (0.311, -2.004, 0.041)
C (0.238, -1.069, 1.256)
C (0.350, 0.367, 0.653)
C (-0.814, 1.298, 1.041)
H (-1.214, 1.014, -1.701)
H (0.246, 2.040, -1.687)
H (0.097, 0.713, -2.858)
H (1.528, -0.088, -1.102)
H (-0.294, -2.917, 0.144)
H (1.346, -2.267, -0.238)
H (-0.770, -1.202, 1.648)
H (0.958, -1.266, 2.061)
H (1.275, 0.868, 0.962)
H (-0.802, 1.507, 2.118)
H (-0.744, 2.273, 0.542)
H (-1.798, 0.877, 0.797)

SMILES string: C[C@@H]1OCC[C@@H]1C
Highest occupied orbital energy: -9.78 eV
Energy above the lowest of the compared OMol25 structures with the same formula, charge and spin: 0.4621 eV
Gap between HOMO and LUMO: 10.924 eV



Entry 8:
Molecular formula: C26H31OPPdS4
Method: DFT, ωB97M-V/def2-TZVPD

Cartesian coordinates (Å):
Pd (1.079, -1.548, 0.556)
C (3.593, -3.177, -0.157)
C (2.557, -4.028, -0.867)
S (0.851, -3.672, -0.328)
C (0.805, -4.508, 1.304)
C (-0.423, -4.021, 2.054)
S (-0.518, -2.207, 2.194)
C (0.577, -1.803, 3.600)
C (0.883, -0.317, 3.505)
S (1.738, 0.141, 1.966)
C (3.445, -0.494, 2.180)
C (4.081, -0.487, 0.792)
S (3.119, -1.436, -0.443)
H (4.584, -3.338, -0.583)
H (3.630, -3.387, 0.912)
H (2.736, -5.094, -0.726)
H (2.567, -3.836, -1.941)
H (1.721, -4.283, 1.849)
H (0.755, -5.583, 1.126)
H (-0.482, -4.464, 3.048)
H (-1.335, -4.298, 1.524)
H (1.486, -2.404, 3.559)
H (0.057, -2.022, 4.533)
H (1.470, 0.043, 4.350)
H (-0.038, 0.269, 3.466)
H (3.428, -1.497, 2.605)
H (3.990, 0.166, 2.856)
H (5.102, -0.865, 0.797)
H (4.108, 0.526, 0.386)
O (-0.825, -0.036, 0.230)
P (-1.262, 1.112, -0.643)
C (-1.159, 2.681, 0.233)
C (0.095, 3.163, 0.611)
C (0.199, 4.327, 1.354)
C (-0.950, 5.016, 1.726)
C (-2.198, 4.541, 1.354)
C (-2.305, 3.375, 0.607)
C (-0.211, 1.245, -2.100)
C (0.078, 2.462, -2.710)
C (0.855, 2.495, -3.859)
C (1.336, 1.316, -4.408)
C (1.037, 0.096, -3.814)
C (0.262, 0.060, -2.665)
C (-2.957, 0.900, -1.193)
C (-3.409, 1.414, -2.404)
C (-4.738, 1.262, -2.767)
C (-5.617, 0.598, -1.922)
C (-5.168, 0.079, -0.714)
C (-3.840, 0.228, -0.349)
H (0.993, 2.639, 0.303)
H (1.173, 4.708, 1.631)
H (-0.869, 5.929, 2.300)
H (-3.092, 5.082, 1.635)
H (-3.282, 3.016, 0.308)
H (-0.297, 3.387, -2.290)
H (1.079, 3.443, -4.330)
H (1.931, 1.346, -5.311)
H (1.389, -0.824, -4.261)
H (-0.006, -0.891, -2.215)
H (-2.729, 1.931, -3.071)
H (-5.087, 1.661, -3.710)
H (-6.654, 0.481, -2.207)
H (-5.855, -0.439, -0.058)
H (-3.484, -0.178, 0.590)

Highest occupied orbital energy: -13.70 eV
Energy above the lowest of the compared OMol25 structures with the same formula, charge and spin: 0.0000 eV
Gap between HOMO and LUMO: 6.523 eV
Total charge: +2